# 1
The following is a DFT calculation (ωB97M-V with the def2-TZVPD basis set) of 2 unconnected molecules or ions with the total composition CH3FNO2S at a distorted geometry.

## Properties
Multiplicity: 1
Lowest unoccupied orbital energy (spin up / spin down) in eV: 3.805 / 3.804
Relative energy (zero: lowest compared OMol25 entry of this formula, charge and spin) in kcal per mole: 93.2
Net charge: -1

Each line ends with the Löwdin charge.
Atoms and positions in Å:
C1 2.1804 0.0700 -0.9247  -0.064
N1 -1.9656 -0.2080 -0.3953  -0.230
O1 -0.5100 0.7148 1.4100  -0.548
O2 -0.4055 -1.6747 1.1449  -0.535
F1 2.4510 1.2733 -0.4929  -0.123
S1 -0.4172 -0.3805 0.4599  0.474
H1 2.7584 -0.6245 -0.0973  0.003
H2 -1.5904 0.2835 -1.2281  -0.006
H3 -2.5012 0.5462 0.1235  0.028

---

# 2
The following is a DFT calculation (ωB97M-V with the def2-TZVPD basis set) of 2 unconnected molecules or ions with the total composition CN4O3S2 at a distorted geometry.

## Properties
Multiplicity: 1
Lowest unoccupied orbital energy in eV: 5.802
Relative energy (zero: lowest compared OMol25 entry of this formula, charge and spin) in kcal per mole: 0.0
Net charge: -2

Each line ends with the Löwdin charge.
Atoms and positions in Å:
C1 -3.2713 0.0821 -0.5198  -1.150
N1 -3.3069 0.9122 -1.3835  -0.088
N2 0.4766 2.3142 0.8705  0.153
N3 0.6017 1.2645 0.5270  -0.310
N4 0.5055 0.1028 0.3079  -0.027
O1 1.6838 -2.1051 0.4085  -0.362
O2 2.0918 -0.6045 -1.4370  -0.347
O3 2.8496 -0.0563 0.7680  -0.381
S1 -3.5578 -1.1451 0.5064  0.237
S2 1.9269 -0.7649 -0.0481  0.277

---

# 3
The following is a DFT calculation (ωB97M-V with the def2-TZVPD basis set) of a molecular structure, C38H81F3I2N17O34P2S2 at a distorted geometry.

## Properties
Multiplicity: 1
Lowest unoccupied orbital energy in eV: -3.049
Net charge: +1

Each line ends with the Löwdin charge.
Atoms and positions in Å:
C1 -2.2094 -3.6790 -5.4405  0.164
C2 -1.8288 -2.5383 -4.8694  -0.178
N1 -1.1564 -1.3574 -4.1620  -0.065
C3 0.2154 -1.3263 -4.7986  -0.122
O1 1.3344 -0.9417 -4.0045  -0.225
C4 2.4461 -0.3316 -4.6770  -0.170
C5 3.5818 -1.3407 -5.2759  -0.147
O2 4.9107 -0.8467 -4.8469  -0.232
C6 5.2829 0.3615 -5.5758  -0.243
C7 6.6874 0.0633 -6.3858  -0.070
C8 -1.1766 -1.6039 -2.6521  -0.374
C9 -0.4398 -2.8431 -2.0020  -0.539
I1 -1.6044 -4.8058 -2.0627  1.001
C10 0.9756 -3.5281 -2.2977  -0.783
C11 1.1666 -4.3349 -3.7231  -0.202
I2 2.8598 -2.5736 -1.6068  0.943
P1 -3.0232 -1.6621 -1.9456  0.944
C12 -2.9466 -2.1312 -0.0651  -0.260
O3 -4.0264 -2.8733 -2.6182  -0.473
C13 -0.8378 -0.1292 -1.9536  -0.276
C14 0.4992 -0.0622 -1.0615  -0.169
C15 0.4903 1.2358 -0.0324  -0.143
C16 0.5264 0.7201 1.5321  -0.123
C17 -0.9934 0.6173 2.1536  -0.168
O4 -1.2409 1.7113 3.1259  -0.119
C18 -2.6205 2.1245 3.0779  -0.211
O5 -3.5838 1.3304 3.3579  0.005
N2 -0.7828 1.0061 -2.8937  -0.012
C19 -1.9258 1.1784 -3.8258  -0.444
C20 -3.2554 1.7141 -3.0733  -0.181
C21 -3.3084 3.2446 -2.5751  -0.110
C22 -2.3450 3.6768 -1.3742  -0.338
F1 -0.9420 3.7058 -1.6543  0.043
F2 -2.7312 2.9378 -0.1996  0.037
F3 -2.6973 5.0734 -1.0711  0.016
P2 -1.3389 2.6618 -4.9311  0.473
S1 0.3619 2.4552 -5.8192  0.274
C23 -2.0854 -0.2173 -4.6313  -0.472
S2 -3.8717 -0.7803 -4.9770  0.952
O6 -1.8332 0.1359 -6.0583  -0.197
C24 -3.0121 0.4399 -6.8020  -0.388
N3 -3.6701 1.2950 -7.4252  0.156
H1 -2.6510 -4.5812 -6.0019  0.109
H2 0.4027 -2.3457 -5.3492  0.163
H3 0.3549 -0.6004 -5.7087  0.156
H4 2.2234 0.4166 -5.5211  0.079
H5 3.0180 0.2907 -3.8637  0.143
H6 3.5177 -2.4168 -4.8846  0.097
H7 3.6141 -1.3108 -6.4433  0.140
H8 5.4917 1.2112 -4.8173  0.095
H9 4.4884 0.7000 -6.3377  0.098
H10 6.5402 0.1574 -7.5235  0.069
H11 7.4541 0.8444 -6.0170  0.073
H12 7.0869 -0.9963 -6.1692  0.080
H13 -0.4223 -2.6907 -0.8285  0.095
H14 1.0223 -4.4346 -1.5321  0.026
H15 0.2413 -4.2969 -4.3990  0.022
H16 2.0578 -3.9472 -4.3379  0.052
H17 1.3806 -5.4717 -3.5430  0.100
H18 -3.1126 -3.2552 0.1097  0.001
H19 -1.9579 -1.7482 0.4063  0.052
H20 -3.7951 -1.5386 0.4777  0.082
H21 -4.4746 -3.3689 -1.8699  0.065
H22 -1.6416 0.1970 -1.1615  0.115
H23 0.6728 -0.9408 -0.3424  0.057
H24 1.4796 0.1167 -1.6736  0.084
H25 -0.5360 1.7321 -0.1543  0.072
H26 1.3955 1.9271 -0.1970  0.124
H27 1.1057 1.4935 2.1863  0.115
H28 1.0714 -0.2851 1.6629  0.109
H29 -1.1712 -0.4022 2.6959  0.125
H30 -1.8117 0.6723 1.3270  0.109
H31 -2.8518 3.2340 2.8134  0.159
H32 0.1435 1.2240 -3.2826  0.092
H33 -4.2253 1.6571 -3.7304  0.097
H34 -3.5380 1.0962 -2.1194  0.100
H35 -3.2921 4.0430 -3.4304  0.130
H36 -4.3928 3.3671 -2.1403  0.132
H37 -1.1932 3.8885 -4.1576  0.012
H38 -2.4183 2.9643 -5.8659  0.015
H39 -4.7027 -0.4470 -3.9166  -0.062
C25 -7.3414 -3.1878 -4.3576  0.057
N4 -7.9790 -2.0468 -3.6488  -0.413
O7 -9.0531 -2.2551 -3.1007  0.072
O8 -7.3777 -0.9787 -3.6669  0.039
H40 -7.9809 -4.0645 -4.2596  0.103
H41 -7.2326 -2.9047 -5.4049  0.108
H42 -6.3710 -3.3636 -3.8915  0.083
C26 3.1184 -4.5140 3.0178  0.030
N5 2.1581 -4.7170 1.9001  -0.429
O9 0.9689 -4.5272 2.1369  0.034
O10 2.6277 -5.0597 0.8224  -0.001
H43 2.5667 -4.2142 3.9035  0.065
H44 3.6330 -5.4597 3.1853  0.107
H45 3.8151 -3.7318 2.7139  0.110
C27 1.4806 4.6050 4.0210  0.040
N6 2.8495 4.0813 4.2604  -0.432
O11 3.4213 4.4452 5.2810  0.057
O12 3.3046 3.3211 3.4150  0.045
H46 1.2055 5.2615 4.8444  0.069
H47 1.4983 5.1547 3.0796  0.109
H48 0.8059 3.7496 3.9679  0.089
C28 2.3380 -5.1081 7.6322  0.043
N7 3.1726 -5.5865 6.4984  -0.394
O13 3.6966 -6.6854 6.6109  0.088
O14 3.2740 -4.8390 5.5288  -0.005
H49 2.3386 -5.8673 8.4154  0.052
H50 2.7783 -4.1792 7.9954  0.109
H51 1.3288 -4.9463 7.2519  0.102
C29 -11.5928 -0.7236 -2.6766  0.021
N8 -13.0631 -0.5572 -2.5306  -0.439
O15 -13.6241 -1.2402 -1.6837  0.069
O16 -13.6034 0.2541 -3.2718  0.058
H52 -11.2500 -1.4697 -1.9610  0.088
H53 -11.3987 -1.0514 -3.6978  0.097
H54 -11.1311 0.2434 -2.4762  0.083
C30 6.6521 1.3588 -0.8989  0.044
N9 6.2234 1.5113 -2.3144  -0.406
O17 6.9712 2.1250 -3.0654  0.070
O18 5.1491 1.0093 -2.6250  0.027
H55 7.6159 1.8494 -0.7680  0.069
H56 5.8927 1.8277 -0.2731  0.099
H57 6.7318 0.2909 -0.6927  0.105
C31 -8.7660 2.2363 -2.7148  0.045
N10 -7.3306 2.3174 -2.3374  -0.420
O19 -7.0619 2.3142 -1.1437  0.076
O20 -6.5199 2.3816 -3.2545  0.037
H58 -9.3660 2.1850 -1.8067  0.099
H59 -9.0070 3.1329 -3.2864  0.109
H60 -8.8971 1.3358 -3.3157  0.083
C32 -2.4891 -3.3006 4.2077  0.051
N11 -3.0634 -4.3059 3.2751  -0.417
O21 -3.4296 -5.3698 3.7527  0.088
O22 -3.1267 -3.9903 2.0914  0.011
H61 -2.4951 -3.7126 5.2162  0.098
H62 -1.4693 -3.0942 3.8811  0.094
H63 -3.1117 -2.4069 4.1523  0.103
C33 -4.9019 6.2660 3.9417  0.040
N12 -3.4674 6.3544 4.3233  -0.444
O23 -3.2041 6.3563 5.5185  0.067
O24 -2.6537 6.4190 3.4072  0.042
H64 -5.5044 6.2154 4.8481  0.097
H65 -5.1448 7.1596 3.3665  0.103
H66 -5.0282 5.3632 3.3437  0.095
C34 3.2155 8.1464 6.3078  0.046
N13 2.4294 7.8647 5.0780  -0.426
O25 2.9444 8.1485 4.0041  0.065
O26 1.3206 7.3671 5.2322  0.033
H67 4.1716 8.5833 6.0217  0.098
H68 2.6382 8.8447 6.9143  0.103
H69 3.3640 7.1991 6.8270  0.100
C35 7.8542 5.9201 -0.8728  0.047
N14 8.0408 4.5145 -0.4260  -0.427
O27 7.2615 4.0832 0.4163  0.050
O28 8.9624 3.8905 -0.9350  0.063
H70 7.0052 6.3484 -0.3410  0.096
H71 8.7699 6.4636 -0.6391  0.103
H72 7.6674 5.9016 -1.9468  0.104
C36 2.5254 4.4059 -8.5683  0.039
N15 3.5713 3.7260 -7.7597  -0.428
O29 4.7112 4.1643 -7.8329  0.078
O30 3.2109 2.7739 -7.0779  -0.020
H73 2.9845 5.2264 -9.1190  0.098
H74 2.1075 3.6677 -9.2532  0.103
H75 1.7681 4.7800 -7.8787  0.089
C37 5.3701 -7.5575 10.3854  0.049
N16 3.8980 -7.4073 10.5241  -0.403
O31 3.3391 -8.0973 11.3656  0.080
O32 3.3513 -6.5985 9.7808  0.015
H76 5.7169 -8.3021 11.1013  0.101
H77 5.5729 -7.8807 9.3639  0.108
H78 5.8206 -6.5849 10.5909  0.061
C38 5.5743 -4.7530 13.8863  0.050
N17 6.3515 -5.3826 12.7863  -0.427
O33 7.0770 -6.3238 13.0780  0.078
O34 6.2064 -4.9095 11.6640  0.033
H79 5.8001 -5.2711 14.8177  0.099
H80 5.8750 -3.7066 13.9441  0.104
H81 4.5169 -4.8484 13.6382  0.104

---

# 4
The following is a DFT calculation (ωB97M-V with the def2-TZVPD basis set) of 2 unconnected molecules or ions with the total composition C2H9N3O at a distorted geometry.

## Properties
Multiplicity: 1
Lowest unoccupied orbital energy in eV: 0.965
Relative energy (zero: lowest compared OMol25 entry of this formula, charge and spin) in kcal per mole: 142.5

Each line ends with the Löwdin charge.
Atoms and positions in Å:
C1 -0.6679 -1.2691 -0.0207  -0.012
C2 -1.8202 0.9213 -0.0548  -0.021
N1 1.7668 0.0292 -0.4260  -0.090
N2 -0.5311 0.2372 -0.1986  -0.380
N3 2.8651 0.1029 0.1492  -0.131
O1 0.4016 0.7366 0.6255  -0.233
H1 -0.0950 0.3683 -1.1422  0.147
H2 3.4415 0.9663 0.1385  0.092
H3 3.1423 -0.5374 0.9124  0.094
H4 -1.3876 -1.6407 -0.7486  0.084
H5 0.2957 -1.7420 -0.1980  0.068
H6 -1.0109 -1.4622 0.9955  0.092
H7 -2.2142 0.7257 0.9487  0.100
H8 -2.5238 0.5701 -0.8203  0.095
H9 -1.6625 1.9939 -0.1606  0.096